[1]
Here is a structure of composition C24H36FN3O5S from the Open Molecules 2025 dataset. Energies are from wB97M-V/def2-TZVPD.

Element x y z (Å)
C  -3.9268  -3.4142  -2.0417
C  -3.1993  -2.2001  -2.7904
C  -3.2022  -0.8525  -1.9285
H  -4.3312  -0.7489  -1.6272
C  -2.5206  -1.2823  -0.7660
N  -1.2171  -1.6271  -0.7786
C  -0.4541  -1.0632  -1.5610
O  -0.7437  -0.0013  -2.5816
C  1.0203  -1.4254  -1.9904
N  1.8977  -0.4620  -2.5409
S  2.0753  1.0767  -1.4690
O  2.1358  2.1673  -2.3701
O  1.2247  0.6751  -0.5034
C  3.7714  0.5086  -0.8397
C  4.8458  0.8328  -1.7157
C  6.0515  0.4371  -1.0538
C  6.2735  -0.5042  -0.0093
C  5.0992  -0.8294  0.7378
C  3.9790  -0.2779  0.1757
H  2.9672  -0.6565  0.8971
H  5.2253  -1.4104  1.4303
F  7.3464  -0.6256  0.4951
H  7.0017  0.9008  -1.6505
H  4.6415  1.5338  -2.2719
H  1.3772  0.1134  -3.5928
H  1.6348  -1.6547  -0.9559
H  1.0844  -2.5256  -2.5341
C  -0.5790  -2.2600  0.1486
H  -0.0129  -3.1751  -0.1700
H  -1.4045  -3.0263  0.6926
C  0.1603  -1.5311  1.2344
C  -0.6193  -1.6342  2.4965
H  -0.1978  -0.7252  3.2332
C  -0.1551  -3.0492  3.2338
H  -0.7514  -3.8244  2.8765
C  1.3561  -2.8113  2.8061
H  2.0302  -2.5498  3.3175
H  1.6352  -4.0226  2.8482
O  1.3764  -2.2358  1.5681
H  -0.3150  -2.7885  4.4359
H  -1.5839  -1.5927  2.6674
H  0.2253  -0.5634  1.1486
H  -3.1218  -1.9305  0.0127
C  -2.6686  0.0289  0.2817
O  -3.2999  0.2078  1.2570
N  -1.8860  1.1815  -0.2925
H  -1.4183  1.0347  -1.0869
C  -1.7845  2.3648  0.4592
C  -0.8666  2.4990  1.4527
C  -0.8424  3.8240  2.2892
C  -0.2506  4.8616  1.1797
C  -1.2859  4.9710  0.0607
C  -1.3031  3.6418  -0.6795
H  -2.1710  3.5777  -1.2745
H  -0.4266  3.2047  -0.9148
H  -0.9499  5.7713  -0.4076
H  -2.2887  5.1913  0.4637
H  -0.2334  5.7848  1.7773
H  0.7135  4.6221  0.8185
H  -1.5089  4.0499  2.9908
H  0.0976  3.5992  2.9456
H  -1.1937  1.6550  2.3663
H  0.1018  2.0723  1.0699
H  -3.0495  2.7189  0.9531
H  -2.9598  -0.2124  -2.4415
H  -2.2865  -2.4912  -3.0465
H  -3.9031  -2.0579  -3.6408
H  -4.0101  -4.1020  -2.7215
H  -5.1078  -3.2583  -1.6805
H  -3.3182  -3.7048  -0.8925

Output
- molecular weight (g mol⁻¹) = 497.63
- relative energy (zero: lowest compared OMol25 entry of this formula, charge and spin) (kcal per mole) = 579.8

[2]
Here is a cluster of 7 separate species, C24H36FO18 in total from the Open Molecules 2025 dataset. Energies are from wB97M-V/def2-TZVPD.

Element x y z (Å)
F  0.4368  -0.1632  -0.2509
C  0.9038  1.9878  -2.6529
C  -0.6252  2.1408  -3.0789
C  -1.6522  1.7678  -1.9089
O  -2.2642  2.9928  -1.6559
C  -1.9022  3.8888  -2.5889
O  -2.3022  5.0228  -2.4939
O  -0.9872  3.4118  -3.4139
H  1.0198  2.4968  -1.7509
H  1.5118  2.6838  -3.3359
H  1.1418  1.1378  -2.6539
H  -0.7482  1.4258  -3.9179
H  -1.2752  1.3168  -0.9019
H  -2.2992  1.2278  -2.1169
C  1.9878  -0.0352  2.7411
C  3.1178  -0.2432  1.7051
C  3.2228  0.9308  0.7601
O  4.5618  0.8498  0.5271
C  5.2098  0.1948  1.4911
O  6.4648  0.0278  1.5551
O  4.4188  -0.2532  2.3921
H  2.2578  0.6348  3.3591
H  2.0228  -0.9972  3.1201
H  0.9568  0.2568  2.2771
H  2.9968  -1.0532  1.1521
H  3.0688  1.8148  1.4351
H  2.4968  1.0888  0.0131
C  -3.6152  -0.6782  -0.6249
C  -4.4802  0.0618  0.3701
C  -5.8272  -0.7982  0.5291
O  -5.6502  -1.4102  1.8861
C  -4.4712  -0.8822  2.4831
O  -4.0122  -1.1802  3.5611
O  -3.8622  -0.0972  1.6041
H  -2.4832  -0.3612  -0.7259
H  -4.0842  -0.5042  -1.4429
H  -3.4082  -1.6902  -0.4459
H  -4.6772  1.0998  0.0931
H  -6.1652  -1.4642  -0.2119
H  -6.7212  -0.1922  0.4031
C  4.1028  0.3888  -3.4079
C  3.6288  -0.9212  -2.5419
C  2.2408  -1.6862  -2.8779
O  2.6558  -3.0822  -2.9539
C  3.9968  -3.1782  -2.9859
O  4.5038  -4.2322  -2.9739
O  4.5278  -1.9372  -2.8049
H  4.8778  0.6798  -2.7019
H  3.2458  1.1458  -3.4859
H  4.5208  0.0788  -4.2469
H  3.4958  -0.4662  -1.5369
H  1.8438  -1.1352  -3.6689
H  1.7078  -1.5972  -1.9209
C  -2.6142  3.1638  2.2021
C  -1.3302  2.3238  2.3971
C  -0.0572  2.9888  1.6601
O  0.6668  3.4698  2.8151
C  0.1258  3.1468  3.9301
O  0.6328  3.3268  5.0271
O  -1.0082  2.4728  3.7561
H  -2.6642  4.2928  2.4171
H  -3.1722  3.0038  2.8621
H  -2.9552  2.9488  1.1501
H  -1.2042  1.1968  2.0191
H  -0.2172  3.8278  1.0091
H  0.7638  2.2718  0.9881
C  -0.9212  -2.6022  1.8041
C  -1.0452  -3.6002  0.6251
C  0.1788  -3.5912  -0.1979
O  0.3088  -4.9082  -0.5369
C  -0.3032  -5.7112  0.2471
O  -0.1002  -6.8782  0.2271
O  -1.0962  -4.8812  1.1051
H  -0.0312  -2.5522  2.3471
H  -1.7042  -2.8782  2.6321
H  -1.1002  -1.6732  1.4641
H  -1.8882  -3.4482  -0.1009
H  1.0608  -3.3252  0.1051
H  0.0408  -2.9022  -1.1279

Output
- molecular weight (g mol⁻¹) = 631.53
- relative energy (zero: lowest compared OMol25 entry of this formula, charge and spin) (kcal per mole) = 243.5
- total charge = -1

[3]
Here is a structure of composition C24H36N2O2 from the Open Molecules 2025 dataset. Energies are from wB97M-V/def2-TZVPD.

Element x y z (Å)
C  1.1623  -6.6844  -5.4217
H  2.1014  -6.2946  -5.2779
H  0.8918  -7.4151  -4.4843
H  0.8864  -7.1441  -6.3924
C  -0.0527  -5.4807  -5.3450
C  0.3920  -4.9163  -4.0679
C  0.6576  -4.3087  -3.1084
C  0.6424  -3.7723  -1.6366
C  1.4603  -2.6423  -1.5827
C  1.6877  -1.8768  -0.3922
C  1.2178  -2.5614  0.8862
C  0.2881  -3.7250  0.7316
C  -0.0263  -4.1293  -0.6101
H  -0.3935  -5.1143  -0.5014
H  -0.2614  -3.9879  1.5998
C  1.4226  -1.6896  1.9760
N  1.0460  -0.1396  1.7815
C  -0.2634  0.0317  1.4946
H  -1.0053  -0.1821  2.6039
C  -0.3428  1.4665  1.1633
N  -0.1781  2.2221  2.3203
C  1.4643  1.9109  2.6809
C  1.5419  0.4801  3.1136
H  1.0140  0.2572  3.8841
H  2.3383  0.1653  3.4773
H  1.9819  2.3427  1.9999
H  1.4394  2.6910  3.4768
C  -0.3580  3.6569  2.4579
H  0.5791  4.2689  1.8098
C  -0.6102  4.2490  3.7180
C  -0.9121  5.6183  3.9228
C  -2.2197  6.0165  2.9424
C  -1.8241  5.6159  1.5590
C  -1.6749  4.1408  1.3546
H  -2.5035  3.5833  1.7707
H  -1.3529  3.7514  0.5871
H  -2.8751  5.8193  0.9581
H  -0.7360  6.2005  1.0529
H  -2.2149  7.1159  2.9907
H  -2.8525  5.4614  3.3388
H  -0.9825  6.1273  4.8015
H  0.2422  6.1389  3.3845
H  0.2062  3.8783  4.2904
H  -1.5543  3.6798  3.9732
C  0.3082  1.6213  -0.1038
H  1.2372  1.3795  -0.0014
H  0.5396  2.9658  -0.2248
C  -0.4290  1.5068  -1.4140
O  0.3035  1.4617  -2.4253
H  0.7103  2.3224  -2.6186
H  -1.3881  1.8192  -1.3826
H  -0.6206  0.2211  -1.2815
H  -1.6174  1.7425  1.1591
H  -0.5775  -0.5067  0.7032
H  2.4228  -1.6378  2.3858
H  0.8921  -2.0788  2.9006
H  2.2394  -1.0468  -0.3620
H  2.0500  -2.2175  -2.5485
C  -1.2602  -5.9933  -5.2919
H  -1.7207  -4.9004  -5.2420
H  -1.6653  -6.6495  -4.6096
H  -1.4184  -6.3299  -6.3616
O  0.4311  -4.6155  -6.2508
H  0.0933  -3.8895  -6.3114

Output
- molecular weight (g mol⁻¹) = 384.56
- relative energy (zero: lowest compared OMol25 entry of this formula, charge and spin) (kcal per mole) = 586.3

[4]
Here is the ion C24H36N3O3 with charge +1 from the Open Molecules 2025 dataset. Energies are from wB97M-V/def2-TZVPD.

Element x y z (Å)
C  -5.2698  2.1746  -1.3917
C  -4.2018  1.2361  -0.8301
C  -3.1767  0.9722  -1.9327
C  -3.5801  1.8349  0.4422
C  -4.6821  1.6812  1.5114
C  -5.4617  0.4275  1.0905
C  -4.7973  -0.0542  -0.2239
C  -5.7515  -0.8278  -1.1223
C  -3.6763  -0.9695  0.2250
O  -3.6743  -2.1651  0.0841
N  -2.6213  -0.3502  0.9130
C  -1.7106  -1.2186  1.6534
C  -0.2639  -1.3252  1.1386
O  0.5620  -0.3145  1.6706
C  -0.2241  -1.3681  -0.4061
N  1.0633  -1.5676  -1.0383
C  1.8635  -0.4204  -1.3760
C  2.8179  0.0059  -0.2513
N  3.6895  -1.1379  0.1080
C  4.7059  -0.7590  1.1294
C  5.6929  0.2246  0.5597
C  5.6778  1.5581  0.9482
C  6.5885  2.4503  0.4082
C  7.5125  2.0184  -0.5284
C  7.5304  0.6903  -0.9228
C  6.6249  -0.2038  -0.3806
C  2.8483  -2.2758  0.5425
C  1.8794  -2.6627  -0.5922
C  -2.4228  1.0092  0.9192
O  -1.3835  1.4885  1.3347
H  -6.0715  2.3543  -0.6838
H  -5.6993  1.7592  -2.2989
H  -4.8165  3.1307  -1.6438
H  -3.6795  0.6430  -2.8386
H  -2.4608  0.2027  -1.6547
H  -2.6339  1.8870  -2.1625
H  -3.2478  2.8672  0.3261
H  -5.3176  2.5647  1.5125
H  -4.2531  1.5877  2.5094
H  -6.5098  0.6552  0.9036
H  -5.4313  -0.3530  1.8512
H  -6.0723  -1.7358  -0.6184
H  -6.6268  -0.2307  -1.3574
H  -5.2568  -1.1158  -2.0461
H  -1.6679  -0.8598  2.6870
H  -2.1690  -2.2091  1.6333
H  0.1279  -2.2708  1.5343
H  0.0286  0.5121  1.6690
H  -0.6178  -0.4276  -0.7942
H  -0.8860  -2.1786  -0.7294
H  1.2150  0.4188  -1.6258
H  2.4485  -0.6693  -2.2716
H  2.2349  0.2715  0.6355
H  3.4393  0.8460  -0.5629
H  4.1952  -1.4177  -0.7430
H  5.2217  -1.6691  1.4472
H  4.1793  -0.3347  1.9862
H  4.9622  1.8962  1.6829
H  6.5765  3.4822  0.7216
H  8.2232  2.7136  -0.9462
H  8.2541  0.3491  -1.6462
H  6.6594  -1.2441  -0.6762
H  3.4860  -3.1234  0.7990
H  2.3000  -1.9506  1.4271
H  1.2403  -3.4805  -0.2605
H  2.4665  -3.0223  -1.4479

Output
- SMILES = CC1(C)[C@H]2CC[C@]1(C)C(=O)N(C[C@H](O)CN1CC[NH+](Cc3ccccc3)CC1)C2=O
- molecular weight (g mol⁻¹) = 414.57
- relative energy (zero: lowest compared OMol25 entry of this formula, charge and spin) (kcal per mole) = 0.0
- total charge = +1

[5]
Here is a cluster of 3 separate species, C24H36N4O11PS3 in total from the Open Molecules 2025 dataset. Energies are from wB97M-V/def2-TZVPD.

Element x y z (Å)
C  -0.7595  5.6896  1.0387
C  0.6798  5.4194  0.6124
O  0.9409  4.0461  0.3956
C  0.4565  3.5832  -0.8390
C  1.0600  2.2247  -1.1105
O  1.0379  1.4047  0.0918
C  2.0331  0.5239  0.1539
C  3.2834  0.9191  0.6702
N  3.4969  2.2421  1.1124
C  2.8941  2.5741  2.1249
S  2.0566  2.9998  3.3386
C  4.2943  -0.0182  0.7551
C  4.0406  -1.3139  0.3078
C  2.8096  -1.6765  -0.2074
P  2.5993  -3.3888  -0.8185
N  1.2479  -4.0281  -0.4583
O  3.8495  -4.1429  -0.1970
O  2.7676  -3.2787  -2.4000
N  1.8196  -0.7390  -0.2636
C  0.4564  -1.0680  -0.7743
C  -0.4128  -1.6471  0.3466
C  -1.0965  -0.5385  1.1741
S  -2.8920  -0.8635  1.1931
C  -3.4577  0.7561  1.7683
S  -3.2410  1.1183  3.3358
N  -4.0317  1.6733  0.8914
C  -3.5497  1.5692  -0.4928
C  -4.3994  0.7039  -1.3887
O  -5.6981  1.2946  -1.4282
C  -6.2735  1.0972  -0.1530
C  -5.5184  1.7690  0.9865
H  -1.4722  5.2162  0.3674
H  -0.9211  5.3214  2.0475
H  -0.9531  6.7591  1.0028
H  0.9189  6.0161  -0.2718
H  1.3205  5.7717  1.4167
H  0.7919  4.2517  -1.6369
H  -0.6328  3.5256  -0.8302
H  0.4838  1.7383  -1.8967
H  2.0880  2.3374  -1.4556
H  5.2599  0.2350  1.1619
H  4.8342  -2.0398  0.3665
H  1.2842  -4.8518  0.1268
H  3.5223  -4.8303  0.3974
H  2.4802  -2.4127  -2.7156
H  0.5660  -1.8251  -1.5457
H  -0.0075  -0.1992  -1.2173
H  0.2156  -2.2284  1.0111
H  -1.1520  -2.3054  -0.0979
H  -0.9739  0.4293  0.7049
H  -0.7422  -0.5089  2.1995
H  -2.5401  1.1756  -0.4858
H  -3.4613  2.5584  -0.9396
H  -4.5221  -0.3151  -1.0139
H  -3.9914  0.6266  -2.3842
H  -6.4126  0.0260  0.0231
H  -7.2708  1.5317  -0.1827
H  -5.8079  1.2562  1.8999
H  -5.7881  2.8139  1.1145
C  4.5613  -5.0866  4.9142
C  4.3932  -3.5941  4.7236
O  3.4944  -3.5299  3.6055
C  2.8001  -4.6961  3.5619
O  1.8590  -4.8928  2.8605
O  3.3176  -5.5964  4.4186
H  4.7067  -5.3730  5.9517
H  5.3740  -5.4980  4.3135
H  3.9215  -3.1120  5.5806
H  5.3260  -3.0844  4.4973
C  -1.2731  -1.2678  -5.4184
C  -2.1717  -0.1747  -5.9562
O  -2.6036  0.4787  -4.7531
C  -1.6975  0.2426  -3.7961
O  -1.6875  0.7803  -2.7292
O  -0.7969  -0.6887  -4.1892
H  -0.4438  -1.5048  -6.0788
H  -1.8179  -2.1832  -5.1854
H  -1.6349  0.5471  -6.5726
H  -3.0228  -0.5544  -6.5134

Output
- molecular weight (g mol⁻¹) = 683.74
- total charge = +1

[6]
Here is a cluster of 6 separate species, C24H36O12 in total from the Open Molecules 2025 dataset. Energies are from wB97M-V/def2-TZVPD.

Element x y z (Å)
C  -8.7798  -10.5795  -14.4085
O  -8.1385  -11.6254  -15.1156
C  -8.7356  -12.8045  -15.0969
O  -9.7873  -13.0756  -14.6087
O  -7.9234  -13.6538  -15.7173
C  -8.4133  -14.9780  -15.8438
H  -8.3030  -9.6401  -14.6811
H  -8.6988  -10.8101  -13.3463
H  -9.8301  -10.3626  -14.6244
H  -8.6460  -15.4373  -14.8830
H  -7.7325  -15.5663  -16.4498
H  -9.3628  -14.9451  -16.3916
C  -1.6608  -7.8909  -18.9317
O  -0.3313  -8.3460  -18.8058
C  0.0915  -8.6520  -17.5991
O  -0.4555  -8.3811  -16.5675
O  1.2420  -9.3093  -17.7353
C  2.0583  -9.4342  -16.6003
H  -1.9954  -7.9482  -19.9647
H  -1.8231  -6.8439  -18.6592
H  -2.3553  -8.4537  -18.3079
H  2.8280  -10.1986  -16.6366
H  1.4498  -9.7067  -15.7274
H  2.4974  -8.4741  -16.3181
C  -3.4901  -8.9312  -15.1434
O  -4.7902  -9.3862  -15.4386
C  -5.2046  -9.5773  -16.6778
O  -4.5487  -9.4150  -17.6745
O  -6.4731  -9.9535  -16.6352
C  -7.0566  -10.4803  -17.8006
H  -3.2273  -9.5063  -14.2595
H  -3.4413  -7.8505  -15.0076
H  -2.7784  -9.1913  -15.9301
H  -6.9242  -11.5576  -17.8837
H  -6.6882  -9.9807  -18.6976
H  -8.1269  -10.2877  -17.8682
C  -7.8214  -9.0925  -22.5964
O  -8.9171  -10.0142  -22.5842
C  -9.2571  -10.5209  -21.3981
O  -8.8141  -10.1888  -20.3284
O  -10.2350  -11.3852  -21.6104
C  -10.9416  -11.9054  -20.5001
H  -6.8474  -9.5701  -22.6697
H  -7.9040  -8.4722  -21.7059
H  -7.9825  -8.4836  -23.4823
H  -12.0040  -11.9163  -20.7381
H  -10.8145  -11.2593  -19.6315
H  -10.6584  -12.9228  -20.2453
C  -8.4228  -16.3425  -19.8441
C  -7.0564  -16.4371  -19.8260
C  -6.3063  -15.3284  -19.4252
C  -6.9375  -14.1362  -19.1890
C  -8.3380  -14.0425  -19.1969
C  -9.0868  -15.1422  -19.5949
H  -9.0517  -17.2060  -20.0334
H  -6.5849  -17.3842  -20.0558
H  -5.2272  -15.4198  -19.4658
H  -6.3693  -13.2353  -19.0008
H  -8.7048  -13.0554  -18.9426
H  -10.1653  -15.2113  -19.5237
C  -4.2171  -9.2947  -11.8999
C  -3.1667  -9.9668  -11.2897
C  -3.1712  -11.3484  -11.2203
C  -4.2753  -12.0605  -11.6993
C  -5.3322  -11.3747  -12.2544
C  -5.3392  -9.9830  -12.3620
H  -4.1312  -8.2150  -11.9336
H  -2.4117  -9.3730  -10.7903
H  -2.3058  -11.8786  -10.8422
H  -4.2699  -13.1393  -11.6222
H  -6.1430  -11.9912  -12.6288
H  -6.2434  -9.5481  -12.7622

Output
- SMILES = COC(=O)OC.COC(=O)OC.COC(=O)OC.COC(=O)OC.c1ccccc1.c1ccccc1
- molecular weight (g mol⁻¹) = 516.54
- relative energy (zero: lowest compared OMol25 entry of this formula, charge and spin) (kcal per mole) = 61.1

Summary of LUMO in Eh
0.0137 0.0704 0.0245 -0.0782 -0.1388 0.0232
(order as listed above)
Summary of total energy in eV
-53709.005 -65036.752 -32524.606 -36081.076 -95742.125 -50041.008
(order as listed above)
Summary of max |F| in eV Å⁻¹
18.10 15.22 14.67 1.07 2.59 2.37
(order as listed above)